[1]
Density functional theory data (ωB97M-V with the def2-TZVPD basis set) for 3 unconnected molecules or ions with the total composition C39H37FNO7.

Each line ends with the Mulliken charge.
Cartesian coordinates (Å):
C  -2.659  2.710  2.709  -1.4991
C  -2.422  1.666  1.612  -0.2776
C  -1.101  1.870  0.876  -0.6811
C  -1.072  2.939  -0.253  0.4313
C  -2.421  3.532  -0.658  -0.7642
C  -2.283  4.794  -1.530  -1.1956
C  -1.232  4.739  -2.648  -0.6816
N  0.058  5.285  -2.254  0.1421
F  0.029  6.659  -2.643  -0.3177
C  1.201  4.701  -2.986  -0.1208
O  1.509  3.497  -2.338  0.0859
C  2.242  3.633  -1.147  -0.1620
C  3.686  4.083  -1.363  -1.5403
C  0.982  4.405  -4.500  0.3510
O  1.495  5.242  -5.259  -0.7796
O  0.321  3.394  -4.759  -0.6759
H  -2.074  2.438  3.589  0.4388
H  -3.703  2.708  3.023  0.3282
H  -2.364  3.709  2.396  0.3370
H  -2.380  0.693  2.107  0.3326
H  -3.271  1.611  0.933  0.3031
H  -0.771  0.912  0.471  0.2459
H  -0.350  2.149  1.619  0.2277
H  -0.631  2.478  -1.133  0.0761
H  -0.431  3.766  0.043  0.1786
H  -2.974  3.829  0.234  0.3425
H  -3.026  2.799  -1.196  0.2158
H  -2.071  5.646  -0.882  0.3963
H  -3.247  4.997  -2.001  0.3774
H  -1.595  5.315  -3.500  0.5663
H  -1.074  3.725  -3.007  0.4044
H  2.006  5.431  -2.931  0.1902
H  1.779  4.304  -0.417  0.2041
H  2.248  2.640  -0.691  0.3862
H  4.144  3.518  -2.171  0.2902
H  3.697  5.145  -1.603  0.4177
H  4.237  3.966  -0.431  0.4464
C  7.138  -3.548  1.464  -0.4664
C  8.242  -2.997  0.821  -0.4625
C  8.065  -2.087  -0.206  -0.5556
C  6.782  -1.728  -0.602  0.2055
C  5.676  -2.291  0.033  0.2213
C  5.859  -3.197  1.070  -0.5577
C  4.285  -1.946  -0.392  0.4949
O  3.330  -2.438  0.172  -0.6987
C  4.122  -0.996  -1.523  0.2879
C  2.842  -0.686  -1.966  -0.6014
C  2.666  0.203  -3.013  -0.3634
C  3.766  0.797  -3.619  -0.5241
C  5.045  0.492  -3.184  -0.7507
C  5.231  -0.407  -2.140  0.3425
C  6.615  -0.733  -1.705  0.5524
O  7.586  -0.219  -2.220  -0.6762
H  7.279  -4.255  2.271  0.3940
H  9.242  -3.278  1.126  0.3869
H  8.914  -1.647  -0.710  0.4706
H  4.992  -3.619  1.560  0.4704
H  1.990  -1.144  -1.483  0.5219
H  1.670  0.450  -3.356  0.3465
H  3.618  1.502  -4.426  0.4763
H  5.908  0.950  -3.647  0.4688
C  -2.246  -5.844  0.313  -0.4811
C  -2.068  -4.503  -0.014  -0.5793
C  -2.858  -3.533  0.579  -0.6362
C  -3.833  -3.901  1.496  0.2174
C  -4.020  -5.248  1.816  0.3172
C  -3.219  -6.216  1.224  -0.6092
C  -5.076  -5.670  2.778  0.5489
O  -5.236  -6.838  3.066  -0.6785
C  -5.937  -4.609  3.378  0.2304
C  -6.957  -4.979  4.247  -0.5900
C  -7.759  -4.009  4.822  -0.4546
C  -7.544  -2.664  4.537  -0.4917
C  -6.531  -2.291  3.671  -0.5568
C  -5.729  -3.261  3.085  0.1795
C  -4.658  -2.837  2.136  0.5344
O  -4.464  -1.667  1.892  -0.6555
H  -1.622  -6.599  -0.147  0.3967
H  -1.309  -4.216  -0.729  0.4573
H  -2.723  -2.488  0.339  0.6135
H  -3.367  -7.255  1.483  0.4679
H  -7.112  -6.026  4.464  0.4673
H  -8.554  -4.298  5.496  0.3942
H  -8.169  -1.908  4.992  0.3996
H  -6.355  -1.249  3.439  0.5051

## Properties
Strongest force on any atom: 1.08 eV Å⁻¹
HOMO: -4.484 eV
Net charge: -1
HOMO-LUMO gap: 0.1735 Ha

---

[2]
Density functional theory data (ωB97M-V with the def2-TZVPD basis set) for 2 unconnected molecules or ions with the total composition C39H37N2.

Each line ends with the Mulliken charge.
Cartesian coordinates (Å):
C  3.166  -2.869  4.776  -0.8503
C  1.979  -3.334  3.938  -0.9595
C  0.955  -2.268  3.727  1.0975
C  0.889  -1.154  4.616  0.2142
C  -0.177  -0.218  4.464  0.8573
C  -1.129  -0.422  3.489  -1.2134
C  -0.994  -1.433  2.506  0.8642
C  -1.892  -1.437  1.396  -0.7051
C  -1.560  -1.801  0.098  0.8793
C  -2.500  -2.215  -0.930  -1.4203
C  -1.784  -2.627  -2.054  -0.5655
C  -0.378  -2.401  -1.803  -1.2682
C  -0.243  -1.842  -0.531  -0.3396
C  0.041  -2.386  2.694  -1.2629
C  -0.302  0.956  5.379  -1.0669
C  0.998  1.266  6.112  -0.7890
C  1.592  -0.019  6.672  -0.6609
N  1.790  -1.019  5.635  0.0257
C  2.687  -2.104  5.998  -0.6138
H  3.756  -3.729  5.103  0.3759
H  3.817  -2.231  4.168  0.3065
H  2.332  -3.704  2.969  0.4308
H  1.503  -4.188  4.446  0.3321
H  -1.975  0.263  3.422  0.4541
H  -2.909  -1.078  1.571  0.4019
H  -3.579  -2.200  -0.787  0.4415
H  -2.201  -3.044  -2.970  0.5181
H  0.422  -2.637  -2.503  0.7222
H  0.669  -1.496  -0.051  0.7373
H  0.109  -3.245  2.026  0.5930
H  -0.628  1.835  4.807  0.3689
H  -1.096  0.752  6.114  0.3371
H  1.703  1.742  5.419  0.2840
H  0.809  1.965  6.932  0.3705
H  2.564  0.169  7.145  0.4109
H  0.918  -0.414  7.457  0.2695
H  2.174  -2.803  6.686  0.2750
H  3.530  -1.667  6.550  0.3983
C  -5.472  1.195  -5.101  -0.9869
N  -4.111  1.560  -5.443  0.2599
C  -4.005  2.543  -6.503  -0.9838
C  -3.039  1.292  -4.582  -0.2841
C  -2.277  0.116  -4.747  -1.1661
C  -1.165  -0.100  -3.962  -0.4219
C  -0.797  0.799  -2.936  0.7484
C  0.463  0.690  -2.244  1.1747
C  0.787  1.376  -1.008  0.3389
C  2.216  1.533  -0.945  -0.0429
C  2.810  2.345  0.010  -0.3148
C  1.985  2.971  0.951  -0.8544
C  0.599  2.731  0.971  -1.0822
C  -0.009  1.932  -0.005  0.0211
C  2.793  0.848  -2.085  -0.1213
C  1.714  0.292  -2.867  0.4594
C  2.008  -0.313  -4.087  0.0044
C  3.345  -0.411  -4.492  -1.0399
C  4.380  0.171  -3.740  -0.6748
C  4.106  0.810  -2.526  -0.5281
C  -1.636  1.921  -2.715  -0.8201
C  -2.715  2.178  -3.536  -0.7442
H  -5.474  0.528  -4.230  0.2996
H  -6.075  2.090  -4.877  0.3236
H  -5.940  0.683  -5.953  0.3283
H  -2.954  2.817  -6.656  0.2949
H  -4.408  2.112  -7.431  0.3310
H  -4.590  3.445  -6.263  0.3343
H  -2.576  -0.590  -5.524  0.4898
H  -0.591  -1.009  -4.116  0.6599
H  3.893  2.474  0.003  0.4603
H  2.426  3.634  1.695  0.4497
H  -0.018  3.195  1.744  0.4461
H  -1.080  1.735  0.006  0.6440
H  1.214  -0.686  -4.726  0.3461
H  3.580  -0.932  -5.421  0.4221
H  5.406  0.109  -4.100  0.4163
H  4.886  1.267  -1.919  0.4557
H  -1.397  2.629  -1.925  0.6551
H  -3.337  3.065  -3.399  0.4515

## Properties
Relative energy (zero: lowest compared OMol25 entry of this formula, charge and spin): 13.8 kcal per mole
Strongest force on any atom: 1.58 eV Å⁻¹
HOMO: -9.284 eV
Net charge: +1
HOMO-LUMO gap: 0.1464 Ha

---

[3]
Density functional theory data (ωB97M-V with the def2-TZVPD basis set) for 2 unconnected molecules or ions with the total composition C39H37N3O2S.

Each line ends with the Mulliken charge.
Cartesian coordinates (Å):
C  4.794  -0.866  4.548  -0.4683
C  3.721  -0.536  5.393  -0.5200
C  2.541  -0.023  4.864  -0.4335
C  2.434  0.196  3.489  -0.2809
S  0.876  0.830  2.845  1.4275
C  -0.137  -0.544  2.467  -1.2663
C  -1.513  -0.441  2.832  1.2504
C  -2.280  -1.633  2.929  -0.1868
C  -3.542  -1.624  3.501  -1.0082
C  -4.114  -0.421  3.945  0.6109
C  -5.389  -0.370  4.605  -0.0590
N  -6.444  -0.284  5.112  -0.5574
C  -3.412  0.775  3.742  -0.9661
C  -2.177  0.788  3.128  -0.3690
O  0.373  1.608  3.961  -0.7317
O  1.210  1.496  1.600  -0.7194
C  3.518  -0.072  2.652  -0.1421
C  4.680  -0.642  3.170  -0.5269
H  5.703  -1.306  4.959  0.3772
H  3.795  -0.685  6.473  0.3642
H  1.691  0.216  5.505  0.4255
H  0.385  -1.489  2.670  0.7257
H  -1.823  -2.561  2.576  0.2477
H  -4.096  -2.552  3.630  0.4439
H  -3.853  1.707  4.092  0.4244
H  -1.722  1.754  2.924  0.5663
H  3.442  0.149  1.585  0.4493
H  5.499  -0.913  2.496  0.3801
C  -5.819  -7.679  -2.284  -1.0093
N  -4.424  -7.651  -1.911  0.1426
C  -3.809  -8.918  -1.585  -1.0314
C  -3.728  -6.488  -1.891  1.2727
C  -2.373  -6.450  -1.475  -0.7544
C  -1.744  -5.238  -1.242  -0.7136
C  -2.384  -4.003  -1.513  -0.3305
C  -1.757  -2.705  -1.219  0.3464
C  -0.863  -2.592  -0.128  -0.6489
C  0.028  -1.529  0.154  -1.2130
C  1.459  -1.708  0.009  0.7708
C  2.312  -0.663  -0.445  -0.3490
C  3.678  -0.890  -0.631  -0.6029
C  4.244  -2.124  -0.288  -0.3692
C  3.418  -3.162  0.153  -0.7963
C  2.041  -2.976  0.246  -0.2099
C  -2.122  -1.558  -2.053  0.1606
C  -2.268  -0.265  -1.513  -0.2448
C  -2.635  0.812  -2.305  -0.9147
C  -2.995  0.619  -3.673  1.2443
N  -3.561  1.622  -4.406  0.1240
C  -4.000  1.431  -5.781  -1.0697
C  -3.767  2.957  -3.870  -1.0346
C  -2.827  -0.680  -4.232  -0.5776
C  -2.400  -1.726  -3.436  -0.9177
C  -3.704  -4.075  -2.049  -0.7416
C  -4.363  -5.273  -2.239  -0.7125
H  -5.963  -7.303  -3.305  0.3445
H  -6.149  -8.717  -2.232  0.2669
H  -6.435  -7.068  -1.610  0.3622
H  -3.151  -8.817  -0.715  0.3522
H  -4.614  -9.622  -1.357  0.3143
H  -3.215  -9.311  -2.425  0.3147
H  -1.831  -7.382  -1.309  0.3656
H  -0.714  -5.229  -0.884  0.4553
H  -0.788  -3.484  0.505  0.9034
H  -0.331  -0.507  0.318  0.6825
H  1.871  0.314  -0.648  0.3271
H  4.305  -0.090  -1.035  0.3284
H  5.321  -2.270  -0.387  0.4601
H  3.860  -4.134  0.389  0.3827
H  1.393  -3.813  0.527  0.3226
H  -2.106  -0.110  -0.451  0.4338
H  -2.688  1.812  -1.868  0.3987
H  -3.234  0.910  -6.374  0.3515
H  -4.940  0.855  -5.842  0.3113
H  -4.174  2.426  -6.209  0.3451
H  -4.250  2.932  -2.883  0.3497
H  -2.822  3.516  -3.778  0.3164
H  -4.424  3.497  -4.564  0.3303
H  -3.051  -0.866  -5.286  0.2533
H  -2.250  -2.703  -3.891  0.5877
H  -4.237  -3.165  -2.315  0.5208
H  -5.377  -5.289  -2.636  0.3414

## Properties
Strongest force on any atom: 2.62 eV Å⁻¹
HOMO: -6.956 eV
HOMO-LUMO gap: 0.1998 Ha